The following is a DFT calculation (ωB97M-V/def2-TZVPD) of a structure of composition C13H23I2OP2TcTe.

As for the total charge: +3. The highest occupied orbital energy (alpha / beta) is -18.36 / -18.42 eV. Its LUMO energy (alpha / beta) is -11.6 / -13.4 eV. As for the total energy: -2210.16810 a.u. Its spin multiplicity is 4. The HOMO-LUMO gap (alpha / beta) is 6.72 / 5.00 eV.

Positions of all 43 atoms, in Å:
I  2.527  2.248  -4.232
I  3.046  -0.282  -3.295
Tc  0.791  0.561  -1.017
P  2.330  1.045  0.529
C  3.183  -0.463  1.198
C  3.685  1.801  -0.432
H  4.433  1.921  0.353
H  3.447  2.121  2.484
H  3.360  2.770  -0.819
H  2.026  3.126  1.930
H  3.549  -1.055  0.347
H  3.971  1.150  -1.272
C  2.392  2.093  2.102
H  4.013  -0.032  1.776
H  1.727  1.625  2.850
H  2.525  -1.065  1.847
P  -1.198  0.627  -2.060
C  -1.851  -1.062  -2.445
C  -2.867  1.451  -1.738
H  -0.489  2.307  -3.647
H  -1.794  1.171  -4.189
H  -0.005  0.686  -4.183
C  -0.813  1.265  -3.719
H  -2.748  2.531  -1.528
H  -3.515  1.293  -2.637
H  -2.707  -0.858  -3.105
H  -2.171  -1.571  -1.521
H  -3.330  0.983  -0.852
H  -1.067  -1.627  -2.971
C  0.685  -1.264  -0.594
O  0.702  -2.433  -0.439
Te  -0.837  0.997  0.963
C  -1.615  -0.663  2.169
C  -0.666  -1.435  2.824
C  -1.104  -2.660  3.359
C  -2.459  -2.999  3.233
C  -3.401  -2.179  2.584
C  -2.968  -0.946  2.042
H  0.360  -1.087  2.766
H  -0.394  -3.358  3.806
H  -2.785  -3.965  3.630
H  -4.427  -2.525  2.462
H  -3.539  -0.240  1.440

***

The following is a DFT calculation (ωB97M-V/def2-TZVPD) of a structure of composition C13H23IN13S4V.

As for the total charge: +1. The highest occupied orbital energy (alpha / beta) is -8.95 / -8.42 eV. Its LUMO energy (alpha / beta) is -2.1 / -2.1 eV. As for the total energy: -4055.33602 a.u. Its spin multiplicity is 2. The HOMO-LUMO gap (alpha / beta) is 6.84 / 6.30 eV.

Positions of all 55 atoms, in Å:
V  0.296  0.404  0.859
N  3.474  0.397  2.624
C  2.486  -0.427  3.002
N  1.391  -0.666  2.326
C  0.609  -1.599  2.963
C  1.111  -2.085  4.127
S  2.641  -1.369  4.470
C  -0.664  -1.888  2.346
C  -1.445  -2.990  2.488
S  -2.843  -2.875  1.482
C  -2.270  -1.313  0.930
N  -1.133  -0.946  1.461
N  -2.935  -0.600  -0.009
H  3.252  1.089  1.917
H  4.146  0.682  3.316
H  0.666  -2.804  4.781
H  -1.291  -3.844  3.114
H  -3.893  -0.873  -0.167
H  -2.793  0.403  0.058
C  1.927  -3.526  -2.368
C  2.545  -2.280  -1.870
N  3.787  -1.949  -2.009
N  3.919  -0.726  -1.459
C  2.750  -0.274  -0.953
S  2.428  1.194  -0.262
N  1.859  -1.287  -1.205
N  0.533  -1.254  -0.803
H  2.693  -4.098  -2.883
H  1.120  -3.301  -3.066
H  1.526  -4.131  -1.555
H  4.809  -0.254  -1.466
H  0.168  -2.201  -0.701
H  -0.036  -0.718  -1.472
N  -4.068  0.964  2.243
N  -2.829  1.570  2.631
H  -4.633  1.686  1.798
H  -4.598  0.606  3.041
H  -2.915  2.226  3.412
H  -2.188  0.831  2.920
I  0.422  2.482  2.567
C  -0.472  1.977  -5.055
C  0.534  2.265  -3.936
C  -0.126  2.252  -2.608
N  -0.151  1.257  -1.797
N  -0.798  1.485  -0.637
C  -1.348  2.678  -0.582
N  -2.197  3.088  0.357
S  -0.996  3.648  -2.003
H  0.053  1.893  -6.002
H  -1.199  2.783  -5.132
H  -1.001  1.043  -4.868
H  0.980  3.249  -4.097
H  1.330  1.515  -3.948
H  -2.287  2.529  1.228
H  -2.346  4.079  0.452

***

The following is a DFT calculation (ωB97M-V/def2-TZVPD) of a structure of composition C13H23N2O6OsP2.

As for the total charge: +1. The highest occupied orbital energy is -12.48 eV. Its LUMO energy is -4.4 eV. As for the total energy: -1843.49858 a.u. The HOMO-LUMO gap is 8.08 eV.

Positions of all 47 atoms, in Å:
Os  0.176  0.146  0.326
C  2.252  -0.946  -0.114
C  1.709  -0.263  -1.249
C  1.678  1.127  -0.944
C  1.991  1.273  0.468
C  2.258  -0.046  0.996
C  2.630  -0.373  2.403
C  2.302  2.561  1.151
C  1.494  2.253  -1.899
C  1.368  -0.881  -2.561
C  2.723  -2.347  -0.039
H  2.039  -1.209  2.775
H  2.463  0.482  3.053
H  3.685  -0.650  2.466
H  1.652  3.360  0.803
H  3.338  2.824  0.927
H  2.188  2.488  2.230
H  2.464  2.502  -2.335
H  1.098  3.133  -1.399
H  0.816  1.988  -2.709
H  0.477  -0.413  -2.978
H  1.170  -1.944  -2.446
H  2.183  -0.747  -3.275
H  2.237  -2.890  0.771
H  3.789  -2.305  0.206
H  2.588  -2.882  -0.974
N  -3.416  -3.148  0.098
C  -2.453  -2.568  1.120
C  -2.859  -3.036  2.515
P  -2.558  -0.742  1.066
O  -2.227  -0.391  -0.510
O  -3.898  -0.333  1.483
O  -1.282  -0.220  1.755
P  -0.788  -3.168  0.579
O  -0.002  -3.628  1.886
O  -1.081  -4.278  -0.357
O  -0.056  -1.943  0.076
H  -4.289  -3.444  0.536
H  -2.905  -3.946  -0.339
H  -3.641  -2.475  -0.637
H  -3.854  -2.663  2.762
H  -2.160  -2.645  3.252
H  -2.845  -4.126  2.579
H  -2.753  0.378  -0.789
H  -0.097  -4.573  2.069
N  -1.039  3.044  0.375
C  -0.521  2.012  0.402

***

The following is a DFT calculation (ωB97M-V/def2-TZVPD) of the molecule C13H23NO.

The highest occupied orbital energy is -8.13 eV. Its LUMO energy is 0.9 eV. Its SMILES is O[C@H]1[C@H]2CC[C@@H]1[C@H](N1CCCCC1)CC2. As for the total energy: -639.15052 a.u. The HOMO-LUMO gap is 9.00 eV.

Positions of all 38 atoms, in Å:
O  2.667  2.263  1.650
C  2.176  1.229  0.833
C  2.770  -0.149  1.144
C  2.041  -0.563  2.431
C  0.667  0.135  2.358
C  0.687  0.935  1.047
C  0.161  0.097  -0.138
N  -1.289  -0.056  0.006
C  -2.039  1.129  -0.377
C  -2.194  1.312  -1.893
C  -2.845  0.076  -2.506
C  -2.046  -1.163  -2.111
C  -1.923  -1.222  -0.583
C  0.905  -1.243  -0.166
C  2.418  -1.072  -0.022
H  2.486  2.030  2.567
H  2.397  1.556  -0.186
H  3.854  -0.106  1.278
H  1.951  -1.646  2.499
H  2.602  -0.231  3.307
H  -0.165  -0.566  2.355
H  0.524  0.804  3.209
H  0.117  1.860  1.136
H  0.413  0.643  -1.065
H  -3.034  1.035  0.072
H  -1.565  2.013  0.050
H  -2.797  2.199  -2.089
H  -1.212  1.469  -2.346
H  -3.867  -0.020  -2.131
H  -2.893  0.170  -3.594
H  -2.538  -2.067  -2.473
H  -1.052  -1.115  -2.560
H  -2.931  -1.271  -0.155
H  -1.398  -2.125  -0.277
H  0.541  -1.869  0.648
H  0.704  -1.764  -1.104
H  2.872  -2.054  0.129
H  2.835  -0.654  -0.941

***

The following is a DFT calculation (ωB97M-V/def2-TZVPD) of a cluster of 5 separate species, C13H24BCl12O2 in total.

As for the total charge: -1. The highest occupied orbital energy is -4.54 eV. Its LUMO energy is 2.1 eV. As for the total energy: -6207.28133 a.u. The HOMO-LUMO gap is 6.64 eV.

Positions of all 52 atoms, in Å:
C  4.279  -2.041  -0.587
C  4.088  -0.409  -0.399
C  3.467  0.343  -1.723
C  3.644  1.958  -1.496
C  2.198  2.750  -1.243
C  1.504  2.378  0.192
C  -0.114  2.131  0.152
B  -0.620  0.950  -0.873
O  -0.381  -0.329  -0.120
C  -1.224  -1.330  -0.853
C  -2.174  -0.456  -1.865
O  -2.103  0.842  -1.114
H  3.516  -2.477  -1.387
H  4.040  -2.608  0.427
H  5.392  -2.244  -0.887
H  3.426  -0.212  0.575
H  5.165  0.046  -0.181
H  4.049  0.057  -2.714
H  2.362  -0.016  -1.861
H  4.389  2.120  -0.582
H  4.219  2.372  -2.455
H  1.523  2.600  -2.186
H  2.480  3.907  -1.195
H  1.689  3.307  0.918
H  2.044  1.468  0.703
H  -0.424  1.772  1.247
H  -0.719  3.135  -0.019
H  0.039  0.772  -1.842
H  -1.982  -1.710  -0.032
H  -0.619  -2.249  -1.289
H  -3.210  -1.025  -1.861
H  -1.694  -0.199  -2.926
C  4.950  -3.475  3.318
Cl  5.781  -2.287  2.300
Cl  3.574  -4.181  2.453
Cl  6.073  -4.743  3.840
H  4.572  -2.963  4.207
C  -4.849  0.277  1.408
Cl  -6.165  1.460  1.505
Cl  -3.761  0.442  2.797
Cl  -5.497  -1.369  1.318
H  -4.277  0.472  0.497
C  -2.376  -4.264  -2.742
Cl  -1.955  -2.849  -3.722
Cl  -3.820  -3.938  -1.768
Cl  -2.629  -5.682  -3.774
H  -1.544  -4.474  -2.066
C  -7.190  4.324  3.528
Cl  -6.265  5.537  4.430
Cl  -8.184  3.355  4.628
Cl  -8.201  5.100  2.297
H  -6.485  3.658  3.024

***

The following is a DFT calculation (ωB97M-V/def2-TZVPD) of a structure of composition C13H24BNNdO5.

As for the total charge: +3. The highest occupied orbital energy (alpha / beta) is -18.02 / -18.02 eV. Its LUMO energy (alpha / beta) is -14.8 / -13.4 eV. As for the total energy: -1525.61531 a.u. Its spin multiplicity is 4. The HOMO-LUMO gap (alpha / beta) is 3.21 / 4.65 eV.

Positions of all 45 atoms, in Å:
C  4.820  0.332  -0.222
C  3.772  0.023  -1.050
C  2.310  0.743  -1.106
C  1.242  0.221  0.031
N  1.180  -1.190  0.205
C  2.099  -1.765  1.246
C  1.466  -1.833  2.634
O  1.429  1.053  1.238
C  0.719  2.322  1.012
O  0.700  3.247  1.696
O  0.131  2.210  -0.251
C  -0.217  0.754  -0.267
C  -0.729  0.233  -1.595
O  -2.114  0.455  -1.765
C  -2.949  -0.655  -1.687
C  -2.879  -1.532  -2.976
B  -1.308  0.682  0.977
O  -1.090  -0.084  2.054
C  -2.586  1.606  0.904
C  -3.855  0.812  1.248
H  4.854  1.190  0.515
H  5.700  -0.281  -0.225
H  3.935  -0.775  -1.748
H  2.549  1.852  -1.043
H  1.930  0.618  -2.105
H  1.518  -1.561  -0.679
H  3.057  -1.260  1.296
H  2.300  -2.783  0.948
H  1.868  -2.673  3.177
H  1.634  -0.906  3.161
H  0.415  -2.035  2.503
H  -0.249  0.806  -2.387
H  -0.464  -0.807  -1.732
H  -3.955  -0.264  -1.612
H  -2.701  -1.264  -0.816
H  -2.921  -0.944  -3.880
H  -1.931  -2.058  -2.972
H  -3.646  -2.290  -2.936
H  -1.668  -0.862  2.131
H  -2.630  2.094  -0.064
H  -2.416  2.389  1.646
H  -3.906  -0.102  0.666
H  -4.726  1.413  1.044
H  -3.814  0.544  2.293
Nd  3.127  2.325  0.492